Molecular formula: C68H169N11O15
Method: DFT, ωB97M-V with the def2-TZVPD basis set

Structure (ORCA input):
```
! RIJCOSX wB97M-V def2-TZVPD def2/J DEFGRID3
* xyz 0 1
C -0.073 1.787 0.337
C -1.392 1.684 1.160
C -2.401 2.551 0.296
C -3.857 2.258 0.432
C -4.098 0.792 0.295
C -3.196 -0.116 1.222
N -1.794 0.292 1.160
O -0.795 -0.651 1.638
C -3.725 -0.081 2.648
C -3.501 -1.574 0.767
C -1.358 2.286 2.541
H -0.233 1.665 -0.734
H 0.624 0.995 0.609
H 0.513 2.706 0.312
H -2.156 3.565 0.612
H -2.123 2.826 -0.721
H -4.379 2.955 -0.223
H -4.141 2.503 1.456
H -3.779 0.680 -0.741
H -5.161 0.571 0.386
H -4.660 -0.632 2.755
H -2.908 -0.416 3.288
H -3.878 0.964 2.919
H -2.991 -2.309 1.389
H -4.580 -1.694 0.666
H -3.202 -1.648 -0.279
H -0.626 3.093 2.554
H -0.954 1.603 3.288
H -2.296 2.687 2.926
H -0.750 -1.162 0.826
C 7.828 -1.050 0.120
C 7.480 -1.298 -1.311
C 7.451 -2.833 -1.680
C 6.773 -3.110 -3.012
C 5.343 -2.559 -2.999
C 5.294 -0.967 -2.786
N 6.090 -0.729 -1.596
O 5.983 0.600 -1.181
C 5.844 -0.240 -4.056
C 3.863 -0.716 -2.492
C 8.584 -0.643 -2.298
H 7.665 -0.040 0.496
H 8.863 -1.367 0.252
H 7.337 -1.741 0.807
H 8.440 -3.262 -1.840
H 6.982 -3.423 -0.893
H 6.589 -4.181 -3.090
H 7.287 -2.651 -3.857
H 4.668 -3.141 -2.371
H 4.968 -2.747 -4.005
H 5.131 -0.195 -4.879
H 6.014 0.819 -3.865
H 6.851 -0.591 -4.282
H 3.214 -1.058 -3.298
H 3.724 -1.213 -1.532
H 3.695 0.346 -2.311
H 8.742 -1.240 -3.196
H 9.514 -0.578 -1.734
H 8.330 0.380 -2.574
H 5.233 0.691 -0.589
C 2.147 -3.895 2.994
C 3.140 -3.653 1.821
C 4.157 -2.518 2.113
C 5.256 -2.939 2.991
C 6.020 -4.064 2.320
C 5.103 -5.299 2.160
N 3.800 -4.925 1.526
O 2.970 -5.982 1.223
C 5.766 -6.365 1.299
C 4.907 -5.930 3.508
C 2.287 -3.242 0.550
H 1.937 -2.915 3.423
H 2.544 -4.476 3.826
H 1.202 -4.234 2.568
H 4.511 -1.907 1.283
H 3.743 -1.757 2.774
H 4.906 -3.320 3.950
H 5.890 -2.057 3.081
H 6.801 -4.439 2.982
H 6.547 -3.755 1.418
H 5.353 -7.361 1.452
H 5.559 -6.168 0.247
H 6.843 -6.303 1.455
H 4.443 -5.401 4.340
H 4.391 -6.884 3.397
H 5.891 -6.219 3.877
H 1.705 -4.094 0.199
H 2.888 -2.815 -0.253
H 1.540 -2.480 0.777
H 2.729 -6.320 2.089
C -3.115 0.987 -7.995
C -4.185 -0.074 -7.472
C -3.361 -1.221 -6.806
C -2.901 -0.719 -5.337
C -4.041 -0.073 -4.503
C -4.753 1.070 -5.151
N -5.093 0.615 -6.535
O -6.001 1.460 -7.120
C -6.043 1.365 -4.367
C -3.934 2.343 -5.061
C -4.889 -0.760 -8.680
H -3.617 1.953 -8.057
H -2.821 0.716 -9.009
H -2.350 1.178 -7.242
H -3.967 -2.126 -6.866
H -2.451 -1.402 -7.378
H -1.967 -0.158 -5.350
H -2.567 -1.622 -4.826
H -3.641 0.431 -3.623
H -4.668 -0.899 -4.169
H -6.807 0.605 -4.537
H -5.796 1.364 -3.306
H -6.398 2.360 -4.637
H -4.384 3.229 -5.509
H -3.666 2.726 -4.076
H -2.923 2.236 -5.456
H -5.814 -1.204 -8.311
H -4.225 -1.492 -9.141
H -5.213 -0.129 -9.508
H -6.778 0.925 -6.941
C -0.934 -6.607 3.677
O -1.406 -7.224 2.523
H 0.153 -6.561 3.751
H -1.295 -5.579 3.683
H -1.341 -7.052 4.585
H -1.176 -6.678 1.767
C 4.297 3.813 -3.177
O 3.239 3.870 -2.249
H 4.990 2.972 -3.144
H 3.816 3.837 -4.155
H 4.926 4.683 -3.363
H 2.478 4.347 -2.590
C -7.642 5.485 2.878
O -6.588 6.185 3.487
H -7.301 4.705 2.197
H -8.311 5.044 3.616
H -8.106 6.175 2.173
H -6.859 6.105 4.404
C -1.085 4.887 -3.222
O -0.388 4.390 -2.141
H -0.884 4.214 -4.056
H -2.130 4.946 -2.917
H -0.677 5.867 -3.468
H -0.821 4.791 -1.384
C 0.018 1.710 -5.671
C 1.095 1.932 -4.606
C 0.781 1.158 -3.305
O 0.562 -0.189 -3.673
C 0.154 -1.094 -2.670
N 2.216 1.229 -5.109
H -0.237 0.676 -5.906
H 0.328 2.209 -6.589
H -0.899 2.149 -5.277
H 1.267 2.992 -4.417
H -0.080 1.592 -2.797
H 1.638 1.189 -2.633
H 0.830 -1.175 -1.818
H 0.190 -2.101 -3.087
H -0.889 -0.875 -2.440
H 2.014 0.319 -5.497
H 2.753 1.022 -4.279
C -4.065 6.162 -0.294
C -3.321 6.412 0.989
C -1.943 7.139 0.819
O -1.054 6.530 -0.076
C 0.346 6.721 0.289
N -4.058 7.073 2.004
H -4.293 7.090 -0.818
H -4.981 5.596 -0.125
H -3.699 5.517 -1.093
H -3.050 5.446 1.415
H -1.428 7.179 1.778
H -2.220 8.106 0.398
H 1.089 6.547 -0.489
H 0.561 6.051 1.121
H 0.472 7.755 0.609
H -4.835 6.466 2.224
H -3.664 7.276 2.912
C -2.585 -5.454 -1.946
C -1.816 -6.704 -1.466
C -0.656 -7.031 -2.506
O 0.355 -7.771 -1.861
C 1.743 -7.330 -1.958
N -1.126 -6.605 -0.168
H -3.296 -5.553 -2.766
H -1.981 -4.547 -1.915
H -3.290 -5.294 -1.130
H -2.520 -7.522 -1.318
H -0.279 -6.167 -3.055
H -1.164 -7.817 -3.066
H 1.758 -6.359 -1.464
H 2.086 -7.322 -2.993
H 2.389 -7.960 -1.346
H -0.401 -5.910 -0.280
H -0.657 -7.493 -0.058
C 3.996 3.773 0.521
C 3.905 2.430 1.255
C 2.770 2.557 2.363
O 3.045 1.641 3.355
C 1.957 1.353 4.205
N 3.730 1.311 0.389
H 4.731 3.747 -0.284
H 4.297 4.521 1.254
H 3.004 4.115 0.227
H 4.874 2.249 1.718
H 1.732 2.565 2.029
H 2.882 3.534 2.833
H 1.160 0.842 3.665
H 1.508 2.209 4.708
H 2.321 0.674 4.976
H 2.966 1.507 -0.241
H 3.478 0.515 0.958
C -0.574 -2.035 4.415
C -0.455 -1.922 5.937
C -1.049 -0.518 6.474
O -0.356 0.517 5.792
C -0.792 1.781 6.315
N -1.100 -3.042 6.478
H -1.615 -1.787 4.210
H -0.541 -3.080 4.105
H 0.191 -1.519 3.835
H 0.608 -1.761 6.115
H -0.978 -0.510 7.562
H -2.122 -0.400 6.319
H -0.726 1.729 7.401
H -1.806 2.014 5.991
H -0.136 2.567 5.939
H -0.858 -2.899 7.448
H -2.074 -2.832 6.316
C -0.038 6.809 5.278
C 0.996 5.923 4.548
C 2.040 6.943 4.082
O 1.528 7.858 3.135
C 2.390 8.773 2.442
N 1.379 4.895 5.527
H -1.031 6.361 5.282
H -0.261 7.610 4.573
H 0.090 7.148 6.306
H 0.578 5.423 3.675
H 2.817 6.316 3.645
H 2.554 7.368 4.944
H 2.999 9.408 3.086
H 1.864 9.457 1.776
H 3.125 8.185 1.893
H 0.691 4.553 6.183
H 2.119 5.165 6.159
C -4.754 -5.549 3.000
C -5.425 -4.326 2.377
C -6.830 -4.665 1.743
O -7.114 -3.538 0.881
C -7.833 -4.042 -0.244
N -5.598 -3.299 3.409
H -4.427 -6.327 2.310
H -5.473 -6.003 3.682
H -3.820 -5.182 3.424
H -4.854 -3.880 1.563
H -7.566 -4.738 2.543
H -6.817 -5.671 1.322
H -8.174 -3.198 -0.843
H -8.701 -4.490 0.240
H -7.233 -4.761 -0.801
H -4.680 -2.886 3.483
H -6.150 -2.485 3.178
*
```

Values from the calculation:
Electronic energy (eV): -120342.95929
HOMO level (eV): -7.475
Molar mass (g mol⁻¹): 1381.2
Kohn-Sham gap (eV): 7.715